#a
2 unconnected molecules or ions with the total composition C5H10NO, computed with ωB97M-V/def2-TZVPD.

Geometry as ORCA input:
```
! wB97M-V def2-TZVPD RIJCOSX def2/J DEFGRID3
* xyz -1 1
C -2.5213 0.3309 -0.5488
O -3.6553 0.6777 0.1237
C -1.4181 0.0057 0.5032
C -0.1220 -0.2842 -0.1450
C 0.8159 -1.1809 0.2291
C 2.1844 -0.9953 0.0829
N 2.7737 0.4086 -0.2847
H -2.0227 1.2143 -1.0688
H -2.5125 -0.6523 -1.3752
H -1.8246 -0.6392 1.2713
H -1.3411 0.9697 1.0386
H 0.5249 1.7162 -0.4520
H 0.3609 0.6907 -0.4571
H 0.5285 -2.1192 0.6019
H 2.9087 -1.7187 0.2076
H 1.9700 1.0004 -0.2991
H 3.3506 0.5758 0.5725
*
```

Output
molar mass: 100.141 g mol⁻¹
gap between HOMO and LUMO: 4.90 eV
lowest unoccupied orbital energy: 2.241 eV

Here are the natural (NBO) charges for atoms 1 to 5, given in e:
1. C 0.035
2. O -0.918
3. C -0.543
4. C 0.036
5. C -0.372

#b
A gas-phase ion, C5H10NO (charge -1), computed with ωB97M-V/def2-TZVPD.

Geometry as ORCA input:
```
! wB97M-V def2-TZVPD RIJCOSX def2/J DEFGRID3
* xyz -1 1
C -0.0297 -2.9131 0.9511
C 0.0622 -1.6305 0.3736
C -0.9576 -0.5232 0.5777
C -0.6189 0.7682 -0.1293
N -0.5812 0.6217 -1.6158
C 0.7398 1.3420 0.3944
O 1.3520 2.3120 -0.4642
H -0.6904 -3.1034 1.7766
H 0.4793 -3.8138 0.5163
H 0.7645 -1.5639 -0.5047
H -1.8975 -0.9187 -0.0650
H -1.1446 -0.4997 1.6696
H -1.3560 1.6590 0.1224
H -0.1388 -0.3303 -1.4143
H 0.1796 1.2439 -2.0024
H 1.4511 0.4807 0.5480
H 0.4296 1.7382 1.3731
*
```

Output
molar mass: 100.141 g mol⁻¹
gap between HOMO and LUMO: 6.18 eV
lowest unoccupied orbital energy: 3.690 eV

Here are the natural (NBO) charges for atoms 1 to 5, given in e:
1. C -0.464
2. C -0.145
3. C -0.481
4. C -0.087
5. N -0.866

So which one wins? Going from most stable to least: #b, #a.

#a
A gas-phase ion, C11H21N2O2 (charge +1), computed with ωB97M-V/def2-TZVPD.

Geometry as ORCA input:
```
! wB97M-V def2-TZVPD RIJCOSX def2/J DEFGRID3
* xyz 1 1
C -2.2581 1.5252 -2.0767
C -1.1549 0.6856 -1.4305
C -0.8912 1.4442 -0.1100
C 0.2735 0.8766 0.5694
C 0.1568 -0.6925 0.7140
C -0.9009 -1.0807 1.7205
C -0.9078 -2.6783 1.6825
N 0.4477 1.4729 1.8856
C 1.4970 2.1941 1.9282
N 2.0709 2.3483 0.7595
C 1.6486 1.3757 -0.1963
C 2.6093 0.1569 -0.3693
O 3.5630 -0.0655 0.3141
O 2.2586 -0.6381 -1.4350
C 3.2343 -1.6463 -1.6419
H -3.0413 1.9342 -1.4339
H -2.7078 0.8414 -2.8635
H -1.8958 2.3592 -2.5076
H -0.3742 0.6957 -2.1560
H -1.5988 -0.2325 -1.3565
H -1.8433 1.5162 0.5841
H -0.7841 2.5665 -0.2056
H 0.0341 -1.1933 -0.2040
H 1.0666 -0.9935 1.0101
H -0.6725 -0.6557 2.6758
H -1.8298 -0.7428 1.3905
H -0.5287 -3.0631 0.6457
H -1.9196 -2.9879 2.0159
H -0.0945 -3.1135 2.3021
H -0.0688 1.4450 2.7421
H 1.8097 2.7655 2.7685
H 2.8536 2.8353 0.4222
H 1.2788 1.5396 -1.2436
H 4.1618 -1.2663 -1.5747
H 2.8904 -2.0360 -2.5230
H 3.3112 -2.2924 -0.8580
*
```

Output
molar mass: 213.301 g mol⁻¹
gap between HOMO and LUMO: 10.73 eV
lowest unoccupied orbital energy: -3.184 eV

Here are the natural (NBO) charges for atoms 1 to 5, given in e:
1. C -0.586
2. C -0.424
3. C -0.439
4. C 0.185
5. C -0.406

#b
A gas-phase ion, C11H21N2O2 (charge +1), computed with ωB97M-V/def2-TZVPD.

Geometry as ORCA input:
```
! wB97M-V def2-TZVPD RIJCOSX def2/J DEFGRID3
* xyz 1 1
C 4.0350 0.8570 0.8775
C 2.6760 0.2481 0.9586
C 1.7824 0.2789 -0.2750
N 0.7325 -0.7229 0.1399
C 1.1192 -1.9530 -0.4865
N -0.6074 -0.2718 -0.1474
C -0.9419 -0.1631 -1.5883
C -1.0371 1.0752 0.4500
O -0.0983 1.5141 1.3569
C -2.4220 0.8325 1.1232
C -3.5662 0.4792 0.3227
C -4.7948 1.1275 -0.2944
C -2.8038 -0.5206 0.7074
C -1.7413 -1.5385 0.3947
O -1.2685 -2.3186 1.3838
H 4.5481 0.2490 0.1161
H 3.9099 1.8447 0.5988
H 4.5715 0.8651 1.8665
H 2.1668 0.7656 1.9001
H 2.7686 -0.7531 1.2858
H 1.6003 1.2624 -0.6979
H 2.3922 -0.2715 -1.0284
H 0.3962 -2.8111 -0.1965
H 1.0875 -1.9865 -1.6126
H 1.9331 -2.3846 -0.1328
H -0.1983 0.5275 -2.1269
H -0.8909 -1.1695 -2.1795
H -2.0338 0.0798 -1.7535
H -1.0052 1.8281 -0.3547
H -0.2360 1.1591 2.2306
H -2.5175 1.2795 2.0652
H -5.2054 1.5003 0.6145
H -5.3483 0.4002 -0.9468
H -4.5272 1.9795 -1.0462
H -1.9816 -2.1695 -0.3753
H -1.3993 -2.0018 2.2357
*
```

Output
molar mass: 213.301 g mol⁻¹
gap between HOMO and LUMO: 9.89 eV
lowest unoccupied orbital energy: -3.146 eV

Here are the natural (NBO) charges for atoms 1 to 5, given in e:
1. C -0.607
2. C -0.370
3. C -0.264
4. N -0.269
5. C -0.441

So which one wins? Going from most stable to least: #a, #b.

#a
A molecular structure, C5H13NO2, computed with ωB97M-V/def2-TZVPD.

Geometry as ORCA input:
```
! wB97M-V def2-TZVPD RIJCOSX def2/J DEFGRID3
* xyz 0 1
O 1.5914 -0.2781 -1.0315
C 1.2104 -1.4293 -0.2720
C 0.7454 -0.2130 0.3614
C -0.6727 0.1389 -0.0561
C -1.4777 1.2293 0.8252
C -1.4069 -1.2031 -0.4223
N 0.3522 -0.6676 2.2035
H 2.2929 -1.8238 -0.1703
H 1.4076 0.6738 0.7332
H -0.4728 0.6186 -1.0053
H -0.6943 1.9882 1.0369
H -1.6728 0.7962 1.7690
H -2.3753 1.6213 0.3862
H -0.7950 -1.7291 -1.2319
H -1.1348 -1.9244 0.4633
H -2.4764 -1.2276 -0.6653
H 1.1721 -0.2960 2.5553
H 0.3581 -1.7528 2.0330
H 1.2091 1.1787 -1.9849
H 1.7623 2.2156 -3.1041
O 1.0772 2.0843 -2.4232
*
```

Output
molar mass: 119.164 g mol⁻¹
gap between HOMO and LUMO: 6.61 eV
lowest unoccupied orbital energy: -2.216 eV

Here are the natural (NBO) charges for atoms 1 to 5, given in e:
1. O -0.471
2. C 0.174
3. C -0.050
4. C -0.231
5. C -0.594

#b
3 unconnected molecules or ions with the total composition C5H13NO2, computed with ωB97M-V/def2-TZVPD.

Geometry as ORCA input:
```
! wB97M-V def2-TZVPD RIJCOSX def2/J DEFGRID3
* xyz 0 1
C 4.2547 -0.6302 0.3382
C 3.6461 0.0658 -0.6061
C 2.1583 0.1491 -0.8022
C 1.6217 1.3519 -1.0824
N 1.5111 -1.0581 -0.7007
C 0.0698 -1.1096 -0.4990
H 3.7228 -1.0911 1.1613
H 5.3105 -0.8690 0.2834
H 4.1619 0.6564 -1.3536
H 0.6012 1.4516 -1.4282
H 2.1964 2.2454 -0.8952
H 2.0703 -1.7443 -0.2247
H -0.3860 -1.2421 -1.4804
H -0.2002 -2.0649 -0.0402
H -0.2863 -0.2863 0.1148
O -4.9534 -0.3038 4.5560
H -5.8208 -0.6220 4.2599
H -4.4448 -0.9352 5.0930
O -4.8497 1.6614 -2.0903
H -5.2486 0.7935 -1.9234
H -4.0589 1.4006 -2.5761
*
```

Output
molar mass: 119.164 g mol⁻¹
gap between HOMO and LUMO: 8.51 eV
lowest unoccupied orbital energy: 0.623 eV

Here are the natural (NBO) charges for atoms 1 to 5, given in e:
1. C -0.393
2. C -0.197
3. C 0.154
4. C -0.551
5. N -0.599

So which one wins? Going from most stable to least: #b, #a.

#a
2 unconnected molecules or ions with the total composition C5H13NO2, computed with ωB97M-V/def2-TZVPD.

Geometry as ORCA input:
```
! wB97M-V def2-TZVPD RIJCOSX def2/J DEFGRID3
* xyz 0 1
C 0.9016 -2.2692 1.1364
C 0.9088 -0.7337 1.3573
C -0.3704 0.0174 1.0412
C -0.4974 0.4787 -0.4381
N -0.8670 1.9046 -0.5438
C -1.6852 -0.0958 -1.1951
O -2.7442 -0.3738 -0.6967
H 1.3834 -2.4573 0.1879
H 1.4221 -2.7604 1.9495
H -0.1036 -2.6758 1.0356
H 1.7492 -0.3914 0.7722
H 1.2253 -0.5182 2.3806
H -1.2361 -0.6494 1.1303
H -0.6092 0.8430 1.7055
H 0.3894 0.3439 -1.0575
H -1.6555 2.1402 0.0465
H -0.0967 2.4837 -0.2252
H -1.5616 -0.1136 -2.2946
O 3.2325 0.9568 -0.6810
H 2.8313 0.5121 0.0693
H 2.9535 0.5052 -1.4821
*
```

Output
molar mass: 119.164 g mol⁻¹
gap between HOMO and LUMO: 10.24 eV
lowest unoccupied orbital energy: 0.682 eV

Here are the natural (NBO) charges for atoms 1 to 5, given in e:
1. C -0.609
2. C -0.380
3. C -0.436
4. C -0.150
5. N -0.821

#b
A molecular structure, C5H13NO2, computed with ωB97M-V/def2-TZVPD.

Geometry as ORCA input:
```
! wB97M-V def2-TZVPD RIJCOSX def2/J DEFGRID3
* xyz 0 1
O 1.2699 0.8192 1.3060
C 2.2597 1.1116 0.5741
N 2.9079 0.2034 -0.1459
C -0.9103 0.8148 -1.6192
C -1.1856 -0.4398 -0.8963
C -2.0828 -0.6429 0.3433
C -3.0161 0.5700 0.4478
H 2.7053 2.1221 0.8692
H 3.9490 0.3627 -0.0062
H -1.6999 1.5547 -1.7012
H -0.0298 0.9448 -2.2374
H -0.8264 -1.3853 -1.3108
H -0.5708 0.6504 -0.4390
H -1.4609 -0.3607 1.2265
H -2.4122 -1.7056 0.3294
H -3.9438 0.4332 1.0848
H -3.4182 0.9937 -0.5634
H -2.4858 1.4743 0.9196
H 1.4139 -1.3756 -0.2369
H 0.9191 -2.5382 0.7785
O 0.8695 -2.2037 -0.1548
*
```

Output
molar mass: 119.164 g mol⁻¹
gap between HOMO and LUMO: 5.15 eV
lowest unoccupied orbital energy: -1.791 eV

Here are the natural (NBO) charges for atoms 1 to 5, given in e:
1. O -0.804
2. C 0.436
3. N -0.971
4. C -0.460
5. C 0.073

So which one wins? Going from most stable to least: #a, #b.